Density functional theory data (ωB97M-V/def2-TZVPD) for C3H3AgLiO4 as an isolated structure at a distorted geometry.

Energy above the lowest of the compared OMol25 structures with the same formula, charge and spin (kcal/mol): 33.3
Highest occupied orbital energy (spin up / spin down) (eV): -7.71 / -7.71
Maximum force (eV Å⁻¹): 1.24
<S²>: 0.76
Calculated total energy (eV): -15552.1223
Spin multiplicity: 2
HOMO-LUMO gap (spin up / spin down) (eV): 5.791 / 5.260

Geometry (Å):
H 1.529958 1.978894 -1.907765
O 1.386434 0.083644 -1.018309
O -0.995668 1.165877 -0.292890
C 1.280847 1.431740 -0.959531
C -0.088736 1.932377 -0.608231
H 1.948337 1.933023 -0.208457
H -0.228987 3.030840 -0.506949
O -1.922644 -2.612809 2.428562
C -1.690982 -1.965615 1.412989
O -0.800830 -2.120146 0.546180
Ag -0.209769 -4.144939 1.733089
Li -0.207958 -0.712887 -0.618688

Forces on the atoms, in the same order (eV/Å):
H 0.035 -0.135 0.111
O -0.367 0.158 0.070
O 0.313 0.364 -0.514
C 0.035 -0.156 -0.400
C -0.093 -0.445 0.995
H -0.170 -0.064 -0.078
H -0.105 -0.180 -0.222
O -0.082 0.522 -0.791
C 0.723 -0.870 0.512
O -0.728 0.204 0.233
Ag 0.019 0.093 0.042
Li 0.420 0.509 0.042